# C6H12O

A cluster of 2 separate species, C6H12O in total (the ωB97M-V functional and the def2-TZVPD basis, the Open Molecules 2025 dataset).

The geometry in ORCA input format:
```
! wB97M-V def2-TZVPD RIJCOSX def2/J DEFGRID3
* xyz 0 1
O -1.523 0.202 1.012
C 0.072 -1.508 1.297
C -0.707 -0.560 1.812
C -0.647 -0.132 3.239
C -0.672 0.897 -2.069
C 0.427 0.149 -2.088
C 1.652 0.478 -2.893
H -1.764 1.014 1.461
H -0.445 0.940 3.371
H -1.508 0.577 -1.465
H -0.721 1.811 -2.646
H 2.555 0.563 -2.283
H -0.102 -2.061 0.383
H -1.595 -0.307 3.756
H 1.491 1.413 -3.433
H 1.861 -0.297 -3.636
H 0.532 -0.734 -1.467
H 0.951 -1.821 1.844
H 0.143 -0.623 3.805
*
```

Results
HOMO level   -8.72 eV
E_LUMO   0.031 Ha
Gap between HOMO and LUMO   9.570 eV
SMILES   C=C(C)O.C=CC